This record from OMol25 describes 4 unconnected molecules or ions with the total composition C8H16Br8. The level of theory is ωB97M-V with the def2-TZVPD basis set.

Last column: Löwdin charge in e.
Element x y z (Å)
Br (-1.689, -4.034, -0.019)  0.62
C (-1.931, -2.218, 0.618)  -0.76
C (-2.471, -2.263, 2.033)  -0.69
Br (-2.773, -0.456, 2.618)  0.67
H (-2.594, -1.731, -0.086)  0.00
H (-0.962, -1.732, 0.569)  0.01
H (-1.737, -2.683, 2.711)  0.06
H (-3.405, -2.800, 2.123)  0.05
Br (-0.230, 3.688, 1.402)  0.73
C (-0.975, 2.130, 0.598)  -0.75
C (-1.787, 2.530, -0.591)  -0.72
Br (-2.778, 1.016, -1.204)  0.68
H (-1.555, 1.567, 1.324)  -0.03
H (-0.156, 1.476, 0.297)  0.04
H (-1.151, 2.892, -1.391)  0.06
H (-2.503, 3.305, -0.343)  0.05
Br (0.412, 1.087, 3.824)  0.64
C (1.869, 1.268, 2.558)  -0.71
C (1.826, 0.095, 1.637)  -0.71
Br (3.006, 0.381, 0.125)  0.72
H (2.760, 1.273, 3.169)  0.06
H (1.727, 2.202, 2.030)  -0.04
H (0.824, -0.082, 1.255)  0.02
H (2.163, -0.817, 2.119)  0.06
Br (-0.156, -1.508, -2.397)  0.66
C (1.284, -0.372, -3.005)  -0.74
C (2.263, -1.182, -3.818)  -0.71
Br (3.524, 0.018, -4.668)  0.63
H (1.743, 0.082, -2.131)  -0.05
H (0.855, 0.449, -3.577)  0.05
H (1.759, -1.735, -4.597)  0.05
H (2.837, -1.845, -3.184)  0.06

Calculated values
Energy above the lowest of the compared OMol25 structures with the same formula, charge and spin: 3.1 kcal/mol
Gap between HOMO and LUMO: 0.38540 Ha
SMILES string: BrCCBr.BrCCBr.BrCCBr.BrCCBr